[1]
DFT (ωB97M-V with the def2-TZVPD basis set) results for a 2-piece molecular cluster, C2H4NO2 overall in a non-equilibrium geometry.

Each line ends with the Löwdin charge.
Positions of all 9 atoms, in Å:
C (0.42, 0.42, -0.37)  -0.0154
N (-0.55, 1.18, -0.80)  -0.0030
C (-1.47, 1.07, 0.26)  -0.4257
O (1.37, -2.20, -0.17)  -0.5832
O (-1.53, 1.91, 1.12)  0.0099
H (1.41, 0.87, -0.16)  0.0740
H (0.57, -0.69, -0.35)  0.0050
H (2.01, -2.82, 0.20)  -0.1788
H (-2.22, 0.25, 0.28)  0.1174

Summary:
Charge ... -1
Frontier orbital gap ... 7.20 eV
Energy above the lowest of the compared OMol25 structures with the same formula, charge and spin ... 4.708 eV
DFT total energy ... -283.7380 Ha



[2]
DFT (ωB97M-V with the def2-TZVPD basis set) results for a 7-piece molecular cluster, C8H28ClO10 overall in a non-equilibrium geometry.

Each line ends with the Löwdin charge.
Positions of all 47 atoms, in Å:
Cl (-0.04, -0.61, -0.25)  0.6641
O (0.05, 0.79, -0.57)  -0.3588
O (1.25, -1.09, 0.21)  -0.3575
O (-1.03, -0.81, 0.77)  -0.3458
O (-0.40, -1.33, -1.45)  -0.3508
C (0.34, 2.82, 2.50)  -0.0663
C (1.46, 1.90, 2.97)  -0.4854
C (2.62, 2.00, 1.98)  -0.0538
O (1.81, 2.31, 4.30)  -0.0576
H (0.65, 3.85, 2.31)  0.0789
H (-0.49, 2.92, 3.21)  0.0677
H (-0.15, 2.41, 1.62)  0.0717
H (1.07, 0.88, 2.98)  0.1312
H (3.02, 3.01, 1.99)  0.0813
H (2.25, 1.79, 0.98)  0.0761
H (3.44, 1.30, 2.18)  0.0604
H (2.59, 1.79, 4.53)  0.0837
C (0.74, 0.20, -4.41)  -0.1706
O (0.76, 1.34, -3.58)  -0.1279
H (-0.14, -0.40, -4.16)  0.0523
H (0.70, 0.47, -5.47)  0.0705
H (1.66, -0.37, -4.29)  0.0766
H (0.61, 1.02, -2.67)  0.0312
C (4.23, -1.65, 1.71)  -0.1738
O (3.07, -1.83, 2.51)  -0.1369
H (5.11, -1.86, 2.32)  0.0697
H (4.20, -2.38, 0.89)  0.0766
H (4.30, -0.66, 1.26)  0.0618
H (2.33, -1.66, 1.91)  0.0309
C (-2.87, 0.66, -2.23)  -0.1488
O (-4.27, 0.47, -2.40)  -0.1289
H (-2.72, 1.75, -2.10)  0.0853
H (-2.54, 0.29, -1.27)  0.0541
H (-2.27, 0.30, -3.06)  0.0627
H (-4.56, 1.00, -3.15)  0.0603
C (-1.78, -3.19, -3.65)  -0.1565
O (-2.62, -4.13, -4.32)  -0.1391
H (-0.77, -3.30, -4.04)  0.0788
H (-2.09, -2.14, -3.78)  0.0615
H (-1.84, -3.38, -2.58)  0.0758
H (-3.50, -4.08, -3.95)  0.0637
C (-2.28, -0.03, 3.73)  -0.1642
O (-3.13, -0.02, 2.59)  -0.1352
H (-2.90, -0.17, 4.62)  0.0694
H (-1.56, -0.85, 3.65)  0.0770
H (-1.75, 0.92, 3.82)  0.0600
H (-2.59, -0.21, 1.81)  0.0246

Summary:
Charge ... -1
Frontier orbital gap ... 10.07 eV
Energy above the lowest of the compared OMol25 structures with the same formula, charge and spin ... 0.000 eV
DFT total energy ... -1533.9493 Ha